Density functional theory data (wB97M-V/def2-TZVPD) for a structure of composition C35H52LaOP3Sb in a non-equilibrium geometry.

XYZ file:
```
93
C35H52LaOP3Sb wB97M-V/def2-TZVPD
La 0.596 0.201 0.815
P -0.352 0.522 3.741
P -2.287 1.517 0.839
P 0.582 3.236 1.231
H 7.662 -0.169 -2.922
C 7.842 0.575 -2.145
C 8.063 0.278 -0.857
H 8.105 -0.747 -0.479
C -0.254 -1.203 4.343
C -1.827 1.109 4.657
C 0.999 1.199 4.779
C -2.670 2.261 -0.802
C -3.575 0.199 0.801
C -3.205 2.755 1.850
C 2.381 3.514 1.462
C -0.142 4.342 2.501
C 0.281 4.281 -0.245
H 7.964 1.608 -2.498
H 8.324 1.073 -0.142
H 0.692 -1.664 4.020
H -1.073 -1.787 3.913
H -0.306 -1.222 5.444
H -2.736 0.756 4.150
H -1.860 2.206 4.698
H -1.819 0.716 5.686
H 1.952 0.856 4.357
H 0.897 0.815 5.801
H 0.983 2.297 4.785
H -3.675 2.703 -0.727
H -2.672 1.487 -1.583
H -1.936 3.036 -1.053
H -4.551 0.624 1.073
H -3.315 -0.591 1.515
H -3.635 -0.239 -0.206
H -3.642 3.533 1.201
H -2.547 3.245 2.573
H -4.026 2.269 2.396
H 2.583 4.580 1.647
H 2.938 3.191 0.569
H 2.730 2.921 2.316
H 0.533 5.183 2.718
H -0.315 3.778 3.428
H -1.096 4.747 2.141
H 1.019 5.096 -0.265
H -0.730 4.714 -0.209
H 0.383 3.664 -1.148
C 3.742 0.821 -0.529
C 3.729 1.294 -1.864
C 4.718 2.178 -2.286
C 5.778 2.478 -1.442
C 5.820 1.979 -0.129
C 4.922 0.984 0.258
O 2.639 0.321 0.033
H 0.504 0.925 -1.212
H 2.875 1.035 -2.501
H 4.682 2.586 -3.299
H 6.635 3.022 -1.821
H 6.655 2.250 0.533
H 5.024 0.429 1.207
C -1.426 -5.672 -4.720
C -0.991 -4.450 -5.243
C -0.692 -3.383 -4.389
C -0.864 -3.539 -3.006
C -1.210 -4.784 -2.463
C -1.509 -5.850 -3.329
Sb -0.801 -1.745 -1.734
C -2.775 -1.150 -2.496
C -2.882 -0.075 -3.391
C -4.121 0.241 -3.962
C -5.252 -0.519 -3.634
C -5.140 -1.613 -2.765
C -3.884 -1.961 -2.231
C -0.904 -2.759 0.254
C -2.152 -2.982 0.841
C -2.261 -3.796 1.971
C -1.121 -4.387 2.527
C 0.138 -4.099 1.991
C 0.255 -3.286 0.852
H -1.677 -6.492 -5.385
H -0.875 -4.322 -6.319
H -0.338 -2.436 -4.788
H -1.255 -4.933 -1.376
H -1.794 -6.826 -2.907
H -2.002 0.517 -3.651
H -4.202 1.080 -4.657
H -6.219 -0.270 -4.074
H -6.024 -2.208 -2.501
H -3.793 -2.879 -1.642
H -3.061 -2.547 0.421
H -3.238 -3.989 2.424
H -1.203 -5.061 3.378
H 1.039 -4.507 2.464
H 1.249 -3.091 0.422
```

The molar mass comes out at 842.39 g/mol. As for the largest force on an atom: 0.06331 Eh/bohr. The spin multiplicity is 1. For the LUMO energy (spin up / spin down), the calculation gives -10.7 / -11.0 eV. The frontier orbital gap (spin up / spin down) is 5.18 / 4.82 eV. The calculation puts the total energy at -74421.552 eV. The charge is +3. For the energy above the lowest of the compared OMol25 structures with the same formula, charge and spin, the calculation gives 4.9 kcal/mol.

Density functional theory data (wB97M-V/def2-TZVPD) for a structure of composition C35H52NO8P in a non-equilibrium geometry.

XYZ file:
```
97
C35H52NO8P wB97M-V/def2-TZVPD
C -5.243 -2.239 3.276
C -5.143 -1.153 2.215
C -5.029 -1.721 0.800
C -4.322 -0.776 -0.173
C -2.833 -1.078 -0.355
C -2.539 -1.881 -1.614
C -1.152 -2.513 -1.632
C -0.045 -1.591 -1.139
C 0.476 -0.608 -2.216
C 1.933 -0.895 -2.577
C 2.936 -0.189 -1.642
C 2.261 0.551 -0.486
C 3.290 1.051 0.540
C 2.832 0.868 1.985
C 1.596 1.676 2.381
C 1.834 3.137 1.905
C 1.250 4.240 2.780
C 1.516 1.773 3.942
O 2.578 1.600 4.605
O 0.435 2.019 4.436
N 0.441 1.003 1.711
C 0.064 -0.332 2.214
O -0.611 -0.522 3.227
O 0.500 -1.252 1.488
P -0.878 1.995 1.308
C -2.475 1.334 1.916
C -3.082 0.100 1.192
C -0.901 2.182 -0.553
C -2.307 2.244 -1.185
H -5.170 -1.781 4.260
H -4.394 -2.910 3.206
H -6.182 -2.786 3.249
H -5.987 -0.479 2.303
H -4.230 -0.591 2.413
H -6.054 -1.837 0.441
H -4.596 -2.718 0.811
H -4.820 -0.840 -1.141
H -4.456 0.239 0.191
H -2.428 -1.552 0.533
H -2.330 -0.121 -0.477
H -3.269 -2.698 -1.649
H -2.734 -1.295 -2.509
H -0.914 -2.761 -2.669
H -1.114 -3.460 -1.101
H 0.797 -2.223 -0.881
H -0.291 -1.058 -0.225
H -0.112 -0.810 -3.117
H 0.285 0.430 -1.960
H 2.101 -1.967 -2.546
H 2.124 -0.601 -3.612
H 3.611 0.456 -2.204
H 3.580 -0.949 -1.204
H 1.760 1.424 -0.900
H 1.538 -0.116 -0.022
H 3.594 2.063 0.274
H 4.189 0.442 0.420
H 3.673 1.098 2.627
H 2.666 -0.198 2.113
H 1.562 3.278 0.861
H 2.915 3.268 1.942
H 0.236 3.999 3.056
H 1.192 5.199 2.255
H 1.815 4.410 3.691
H -2.382 1.086 2.965
H -3.174 2.164 1.876
H -2.959 -0.809 1.763
H -4.144 0.292 1.023
H -2.647 -0.045 0.207
H -0.420 3.127 -0.767
H -0.289 1.435 -1.061
H -3.088 2.455 -0.460
H -2.529 1.272 -1.619
H -2.380 2.972 -1.989
C 0.945 2.955 -4.014
C 0.999 3.045 -5.341
C 1.881 4.030 -6.011
O 1.930 4.116 -7.223
C 2.704 4.913 -5.147
C 2.653 4.826 -3.821
C 1.769 3.839 -3.148
O 1.718 3.752 -1.946
H 0.308 2.242 -3.503
H 0.408 2.410 -5.989
H 3.341 5.625 -5.657
H 3.245 5.461 -3.173
C 4.219 -5.521 0.637
C 3.947 -6.254 1.710
C 2.718 -6.019 2.514
O 2.481 -6.698 3.494
C 1.810 -4.938 2.072
C 2.078 -4.200 0.997
C 3.305 -4.434 0.194
O 3.564 -3.774 -0.791
H 5.109 -5.675 0.039
H 4.599 -7.051 2.049
H 0.921 -4.779 2.669
H 1.418 -3.398 0.669
```

The molar mass comes out at 645.77 g/mol. As for the largest force on an atom: 0.24342 Eh/bohr. The spin multiplicity is 1. For the LUMO energy, the calculation gives 1.9 eV. The frontier orbital gap is 2.68 eV. The calculation puts the total energy at -64282.826 eV. The charge is -2. For the energy above the lowest of the compared OMol25 structures with the same formula, charge and spin, the calculation gives 296.7 kcal/mol.

Density functional theory data (wB97M-V/def2-TZVPD) for a structure of composition C35H53AsFN3O7SSi4Ti in a non-equilibrium geometry.

XYZ file:
```
106
C35H53AsFN3O7SSi4Ti wB97M-V/def2-TZVPD
Ti -3.322 -0.265 0.449
O -2.194 -1.738 0.152
C -1.200 -2.484 -0.427
C -0.263 -3.068 0.589
C -0.397 -2.724 1.961
C 0.194 -3.520 2.944
C 0.975 -4.582 2.488
C 1.196 -4.759 1.152
N 0.550 -4.071 0.157
H -4.039 2.604 -3.435
H -0.590 -1.825 -1.160
H -1.656 -3.284 -0.973
H -1.097 -1.930 2.234
H -0.038 -3.282 3.922
H 1.489 -5.222 3.163
H 1.848 -5.559 0.740
C 4.282 -1.318 -6.850
Si 3.147 -0.973 -5.239
C 1.596 -1.890 -5.758
C 4.082 -2.031 -3.959
C 2.936 0.710 -4.620
Si 4.350 1.808 -4.932
C 4.893 2.691 -3.398
C 6.039 0.929 -5.452
C 4.124 3.133 -6.297
Si 1.643 1.231 -3.557
C -0.107 0.403 -3.860
C 1.190 3.024 -3.527
C 1.864 0.814 -1.611
C 3.158 0.694 -0.999
C 3.317 0.758 0.322
C 2.160 0.922 1.104
C 0.931 0.942 0.457
N 0.796 0.966 -0.849
H 3.716 -2.018 -7.476
H 5.172 -1.716 -6.454
H 4.426 -0.474 -7.399
H 0.783 -1.911 -5.027
H 2.039 -2.783 -6.009
H 1.369 -1.474 -6.727
H 4.750 -1.420 -3.270
H 3.370 -2.532 -3.240
H 4.572 -2.949 -4.368
H 5.350 3.643 -3.536
H 5.653 2.101 -2.953
H 4.137 2.788 -2.625
H 6.317 0.183 -4.769
H 6.847 1.651 -5.268
H 6.314 0.519 -6.453
H 5.013 3.724 -6.169
H 3.208 3.776 -6.169
H 3.968 2.787 -7.347
H -0.618 0.800 -2.959
H -0.039 -0.692 -3.773
H -0.625 0.734 -4.782
H 0.355 3.325 -4.179
H 2.093 3.642 -3.829
H 0.902 3.317 -2.522
H 4.007 0.671 -1.634
H 4.276 0.616 0.812
H 2.254 0.867 2.185
H 0.043 1.033 1.030
C 0.837 1.815 10.088
Si -0.122 2.124 8.438
C 0.691 3.563 7.450
C -1.750 2.717 9.165
N -0.018 0.729 7.513
C -0.811 -0.178 6.885
C -0.858 -0.522 5.535
C -1.831 -1.372 4.971
C -2.784 -1.937 5.782
C -2.725 -1.684 7.180
C -1.754 -0.910 7.698
F -1.595 -0.801 9.038
H 0.365 1.007 10.704
H 0.714 2.707 10.721
H 1.896 1.588 10.021
H 0.078 3.948 6.670
H 1.535 3.103 6.963
H 1.071 4.414 7.993
H -2.026 1.958 9.941
H -2.580 2.947 8.520
H -1.552 3.656 9.616
H -0.286 0.165 4.911
H -1.936 -1.546 3.923
H -3.565 -2.537 5.383
H -3.316 -2.157 7.940
O -2.438 0.606 1.837
As -5.326 1.866 -1.366
O -4.938 2.776 -3.046
O -3.840 1.273 -0.740
C -5.911 0.143 -2.369
C -5.829 0.059 -3.746
C -6.180 -1.058 -4.479
C -6.572 -2.187 -3.721
C -6.645 -2.143 -2.322
C -6.481 -0.906 -1.659
S -6.638 -0.797 0.126
O -7.387 -1.971 0.570
O -7.316 0.511 0.241
O -5.238 -0.748 0.771
H -2.780 0.732 2.773
H -5.507 0.989 -4.186
H -6.282 -1.158 -5.611
H -6.853 -3.084 -4.275
H -7.030 -3.017 -1.871
```

The molar mass comes out at 914.02 g/mol. As for the largest force on an atom: 0.09493 Eh/bohr. The spin multiplicity is 3. For the LUMO energy (spin up / spin down), the calculation gives 3.1 / 0.9 eV. The frontier orbital gap (spin up / spin down) is 4.76 / 2.59 eV. The calculation puts the total energy at -184979.722 eV. The charge is -2.

Density functional theory data (wB97M-V/def2-TZVPD) for a cluster of 5 separate species, C35H53BBrN6O6 in total in a non-equilibrium geometry.

XYZ file:
```
102
C35H53BBrN6O6 wB97M-V/def2-TZVPD
C -2.518 -4.882 -1.861
C -2.579 -3.677 -0.844
O -2.433 -2.375 -1.517
B -2.115 -1.441 -0.536
O -2.801 -1.490 0.699
C -0.980 -0.301 -0.658
C -1.396 1.123 -0.470
C -2.866 1.554 -0.210
C -3.286 1.576 1.303
C -4.750 2.186 1.460
C -5.730 1.704 0.350
O -5.783 2.366 -0.670
O -6.495 0.568 0.444
C -7.396 0.410 -0.672
C -8.278 -0.886 -0.487
C -0.322 2.149 -0.544
C -0.584 3.639 -0.328
C -1.440 4.478 -1.155
C -1.602 5.887 -0.766
C -0.952 6.474 0.401
C -0.084 5.627 1.238
C 0.079 4.243 0.848
C 1.049 1.605 -0.846
C 2.211 2.653 -0.981
O 1.845 3.521 -2.068
O 1.849 2.706 -3.198
N 1.335 0.309 -1.038
N 0.343 -0.522 -0.918
Br 0.814 -2.339 -1.180
H -2.835 -4.526 -2.869
H -3.211 -5.681 -1.473
H -1.493 -5.328 -1.830
H -3.559 -3.760 -0.300
H -1.714 -3.737 -0.123
H -2.159 -1.442 1.436
H -2.953 2.616 -0.578
H -3.521 0.926 -0.869
H -2.559 2.226 1.863
H -3.282 0.580 1.805
H -5.191 2.002 2.471
H -4.624 3.294 1.316
H -8.067 1.310 -0.703
H -6.897 0.323 -1.668
H -7.741 -1.820 -0.777
H -9.198 -0.801 -1.131
H -8.656 -0.909 0.571
H -1.964 4.038 -2.030
H -2.273 6.548 -1.371
H -1.112 7.534 0.687
H 0.412 6.036 2.151
H 0.715 3.588 1.499
H 2.426 3.213 -0.044
H 3.128 2.108 -1.340
H 1.403 3.194 -3.918
C -6.473 -4.897 3.597
C -5.845 -4.302 2.342
C -6.532 -3.016 1.879
C -7.920 -3.243 1.472
N -9.010 -3.427 1.163
H -7.511 -5.189 3.426
H -5.925 -5.790 3.906
H -6.448 -4.183 4.424
H -5.864 -5.047 1.542
H -4.793 -4.081 2.548
H -5.979 -2.601 1.031
H -6.499 -2.266 2.674
C 6.473 1.994 -1.723
C 7.369 2.036 -0.491
C 6.739 1.374 0.735
C 5.535 2.074 1.187
N 4.587 2.621 1.536
H 5.545 2.548 -1.562
H 6.983 2.444 -2.576
H 6.218 0.963 -1.986
H 7.625 3.075 -0.268
H 8.303 1.520 -0.722
H 7.468 1.365 1.548
H 6.499 0.331 0.514
C 1.061 -2.165 4.694
C 1.268 -2.567 3.239
C 1.491 -1.369 2.310
C 0.320 -0.498 2.248
N -0.601 0.190 2.206
H 0.165 -1.553 4.818
H 0.943 -3.054 5.317
H 1.917 -1.601 5.070
H 0.406 -3.150 2.899
H 2.140 -3.222 3.177
H 1.718 -1.738 1.305
H 2.362 -0.797 2.641
C 8.772 -0.515 -4.739
C 10.209 -0.726 -4.276
C 10.316 -1.624 -3.042
C 9.679 -1.029 -1.866
N 9.172 -0.563 -0.947
H 8.177 -0.005 -3.978
H 8.753 0.101 -5.641
H 8.291 -1.468 -4.971
H 10.669 0.245 -4.076
H 10.775 -1.185 -5.091
H 11.371 -1.801 -2.820
H 9.869 -2.600 -3.249
```

The molar mass comes out at 744.56 g/mol. As for the largest force on an atom: 0.06325 Eh/bohr. The spin multiplicity is 1. For the LUMO energy, the calculation gives -4.2 eV. The frontier orbital gap is 7.47 eV. The calculation puts the total energy at -129088.359 eV. The charge is +1.

Density functional theory data (wB97M-V/def2-TZVPD) for a structure of composition C35H53CaN2PS2 in a non-equilibrium geometry.

XYZ file:
```
94
C35H53CaN2PS2 wB97M-V/def2-TZVPD
Ca -0.406 1.063 2.272
C -2.413 -0.757 3.913
N -1.679 -0.944 2.660
C -2.570 -1.058 1.509
C -3.268 0.256 1.151
N -2.355 1.365 0.899
C -1.740 1.308 -0.422
C -3.057 2.620 1.062
C -4.059 2.985 0.171
C -4.713 4.199 0.276
C -4.352 5.075 1.291
C -3.404 4.704 2.216
C -2.751 3.465 2.141
S -1.690 3.028 3.438
C -0.835 -2.107 2.819
C -1.348 -3.381 2.612
C -0.585 -4.514 2.819
C 0.724 -4.381 3.256
C 1.252 -3.127 3.459
C 0.498 -1.966 3.246
S 1.298 -0.450 3.528
H -3.132 -1.571 4.076
H -2.948 0.194 3.920
H -1.700 -0.756 4.741
H -3.367 -1.796 1.692
H -1.967 -1.412 0.664
H -3.916 0.555 1.980
H -3.918 0.062 0.284
H -2.481 1.305 -1.233
H -1.129 0.407 -0.506
H -1.101 2.185 -0.547
H -4.353 2.297 -0.612
H -5.501 4.450 -0.419
H -4.835 6.038 1.364
H -3.155 5.359 3.038
H -2.370 -3.507 2.289
H -1.011 -5.488 2.636
H 1.330 -5.259 3.429
H 2.278 -3.010 3.774
C 3.299 2.518 -3.571
C 3.446 1.683 -2.297
C 4.931 1.383 -2.069
C 2.799 2.340 -1.090
C 3.208 2.026 0.205
C 2.704 2.694 1.308
C 1.762 3.710 1.163
C 1.334 4.548 2.326
C 1.275 3.953 -0.117
C 1.783 3.284 -1.219
H 3.840 2.039 -4.385
H 3.711 3.514 -3.424
H 2.261 2.608 -3.877
H 2.946 0.723 -2.473
H 5.466 2.286 -1.786
H 5.367 0.996 -2.988
H 5.078 0.633 -1.297
H 3.966 1.275 0.367
H 3.096 2.460 2.291
H 0.522 4.070 2.879
H 0.980 5.519 1.987
H 2.164 4.695 3.014
H 0.517 4.713 -0.262
H 1.393 3.543 -2.193
C 0.729 -4.727 -0.680
C -0.143 -3.892 -1.614
C -1.587 -4.348 -1.397
P -0.023 -2.030 -1.272
C -0.443 -1.361 -3.008
C 0.165 0.021 -3.265
C -1.961 -1.279 -3.187
C 1.834 -1.691 -1.268
C 2.668 -2.328 -2.375
C 2.420 -1.940 0.120
H 0.465 -5.778 -0.791
H 0.553 -4.446 0.357
H 1.787 -4.633 -0.901
H 0.146 -4.083 -2.656
H -1.859 -4.214 -0.351
H -1.678 -5.407 -1.639
H -2.300 -3.799 -2.005
H -0.043 -2.062 -3.750
H 0.184 0.640 -2.369
H -0.435 0.546 -4.005
H 1.176 -0.060 -3.655
H -2.403 -0.637 -2.430
H -2.434 -2.254 -3.124
H -2.200 -0.861 -4.166
H 1.867 -0.603 -1.404
H 2.754 -3.403 -2.257
H 3.675 -1.913 -2.352
H 2.247 -2.131 -3.357
H 2.407 -2.987 0.400
H 1.856 -1.381 0.867
H 3.451 -1.599 0.154
```

The molar mass comes out at 637.01 g/mol. As for the largest force on an atom: 0.02447 Eh/bohr. The spin multiplicity is 1. For the LUMO energy, the calculation gives 0.5 eV. The frontier orbital gap is 7.79 eV. The calculation puts the total energy at -89536.862 eV. For the energy above the lowest of the compared OMol25 structures with the same formula, charge and spin, the calculation gives 17.3 kcal/mol.